Entry 1:
Below is C23H18ClCrNO2S as an isolated structure, with properties calculated with wB97M-V/def2-TZVPD.

## Properties
- maximum force (eV/A) = 0.7
- expectation value of S² = 6.021
- multiplicity = 5
- Kohn-Sham gap (alpha / beta) (Ha) = 0.2618 / 0.2699
- charge = 0

Element x y z (Å)
Cr1 0.923 -0.087 0.709
C1 1.395 -1.177 3.322
C2 0.126 -1.410 3.845
C3 -0.583 -0.375 4.433
C4 -0.032 0.902 4.493
C5 1.222 1.144 3.951
C6 1.936 0.103 3.359
H1 1.961 -1.990 2.889
H2 -0.304 -2.402 3.791
H3 -1.568 -0.561 4.847
H4 -0.583 1.709 4.963
H5 1.652 2.136 3.987
H6 2.939 0.281 2.995
C7 -1.826 1.627 1.406
C8 -1.102 2.075 0.168
C9 -1.732 2.943 -0.751
C10 -1.058 3.379 -1.847
C11 0.290 3.010 -2.039
C12 1.060 3.478 -3.127
C13 2.370 3.112 -3.224
C14 2.963 2.280 -2.249
C15 2.252 1.792 -1.177
S1 2.998 0.802 0.071
C16 0.871 2.155 -1.083
N1 0.138 1.662 -0.020
H7 -2.817 2.080 1.461
H8 -1.257 1.920 2.291
H9 -1.936 0.544 1.424
H10 -2.755 3.245 -0.567
H11 -1.539 4.029 -2.571
H12 0.601 4.127 -3.862
H13 2.969 3.469 -4.053
H14 4.010 2.015 -2.329
Cl1 -2.280 -5.460 -4.486
C17 -1.646 -4.486 -3.191
C18 -0.433 -3.838 -3.359
C19 0.073 -3.071 -2.320
C20 -0.645 -2.938 -1.140
C21 -1.864 -3.584 -0.989
C22 -2.366 -4.373 -2.012
C23 -0.106 -2.068 -0.059
O1 -0.863 -1.225 0.527
O2 1.134 -2.094 0.200
H15 0.111 -3.943 -4.288
H16 1.032 -2.578 -2.421
H17 -2.424 -3.465 -0.069
H18 -3.307 -4.894 -1.902



Entry 2:
Below is C27H51InNO2Si2 as an isolated structure at a distorted geometry, with properties calculated with wB97M-V/def2-TZVPD.

## Properties
- maximum force (eV/A) = 1.5
- Kohn-Sham gap (Ha) = 0.3185
- charge = +1

Element x y z (Å)
O1 -0.455 -1.598 -0.129
O2 -2.072 -0.199 -3.612
C1 0.604 -2.493 -0.548
C2 1.096 -3.485 0.490
H1 1.414 -1.819 -0.873
H2 0.274 -2.997 -1.467
H3 1.270 -3.028 1.467
H4 2.035 -3.940 0.146
H5 0.360 -4.285 0.602
C3 -1.442 -2.184 0.764
C4 -2.529 -2.940 0.035
H6 -1.863 -1.327 1.300
H7 -0.953 -2.823 1.516
H8 -2.979 -2.342 -0.767
H9 -3.330 -3.205 0.745
H10 -2.192 -3.907 -0.360
C5 -3.235 0.665 -3.759
C6 -2.026 -1.311 -4.510
C7 -4.381 0.281 -2.844
H11 -3.553 0.662 -4.816
H12 -2.859 1.673 -3.526
H13 -4.783 -0.706 -3.096
H14 -5.170 1.026 -2.980
H15 -4.064 0.275 -1.794
C8 -3.299 -2.122 -4.556
H16 -1.193 -1.924 -4.160
H17 -1.769 -0.957 -5.514
H18 -3.638 -2.440 -3.565
H19 -3.138 -3.031 -5.139
H20 -4.115 -1.560 -5.019
H21 -0.542 0.040 -2.154
In1 0.501 0.360 1.351
C9 -0.084 1.048 -2.061
Si1 0.676 1.603 -3.727
H22 -0.904 1.710 -1.747
H23 0.698 1.031 -1.297
C10 1.616 0.242 -4.607
C11 1.847 3.057 -3.484
C12 -0.387 2.388 -5.071
C13 2.569 0.097 0.878
Si2 3.661 1.161 2.004
H24 2.694 0.426 -0.167
H25 2.914 -0.951 0.923
C14 4.553 2.478 1.002
C15 5.026 0.038 2.652
C16 2.838 1.896 3.534
H26 0.292 2.551 -5.925
H27 -0.748 3.372 -4.750
H28 -1.232 1.782 -5.411
H29 2.511 -0.061 -4.046
H30 1.951 0.649 -5.573
H31 1.017 -0.655 -4.806
H32 2.461 2.951 -2.583
H33 1.269 3.988 -3.418
H34 2.502 3.118 -4.362
H35 5.302 -0.687 1.876
H36 4.716 -0.497 3.558
H37 5.904 0.654 2.887
H38 2.592 1.127 4.279
H39 1.920 2.452 3.305
H40 3.550 2.594 4.003
H41 5.422 2.845 1.564
H42 3.911 3.334 0.760
H43 4.921 2.040 0.067
C17 1.743 -1.814 5.567
C18 0.801 -1.249 6.428
C19 -0.169 -0.395 5.916
C20 -0.209 -0.139 4.524
N1 0.725 -0.679 3.704
C21 1.695 -1.455 4.216
C22 -1.280 0.667 3.889
C23 -2.464 1.012 4.610
C24 -3.517 1.671 3.966
C25 -3.398 2.035 2.624
C26 -2.222 1.726 1.914
C27 -1.188 1.024 2.530
H44 2.496 -2.506 5.912
H45 0.821 -1.486 7.483
H46 -0.915 0.074 6.552
H47 2.459 -1.824 3.536
H48 -2.553 0.728 5.656
H49 -4.432 1.899 4.507
H50 -4.207 2.546 2.111
H51 -2.134 2.023 0.869



Entry 3:
Below is the molecule C8H15ClFO3P at a distorted geometry, with properties calculated with wB97M-V/def2-TZVPD.

## Properties
- structure (SMILES) = CCOC(=O)OP(CC)(CC)=C(F)Cl
- maximum force (eV/A) = 4.7
- Kohn-Sham gap (Ha) = 0.3042
- charge = 0

Element x y z (Å)
C1 2.859 -2.379 -1.282
C2 2.605 -0.875 -1.484
O1 1.338 -0.438 -0.851
C3 0.290 -0.348 -1.711
O2 0.306 -0.609 -2.880
O3 -0.795 -0.032 -0.980
P1 -0.823 0.949 0.211
C4 0.307 0.424 1.517
C5 0.193 -1.178 1.842
C6 -2.480 0.536 0.854
C7 -3.522 1.475 0.471
C8 0.065 2.414 -0.375
F1 0.084 3.267 0.734
Cl1 -0.931 3.225 -1.619
H1 3.464 -2.771 -2.111
H2 3.457 -2.726 -0.393
H3 1.889 -2.904 -1.384
H4 2.476 -0.727 -2.547
H5 3.469 -0.174 -1.151
H6 1.322 0.665 1.376
H7 0.074 1.104 2.361
H8 0.871 -1.288 2.731
H9 -0.881 -1.421 1.996
H10 0.628 -1.703 0.992
H11 -2.788 -0.549 0.586
H12 -2.369 0.418 1.946
H13 -2.985 2.460 0.780
H14 -3.578 1.764 -0.592
H15 -4.544 1.420 0.964